This record from OMol25 describes a structure of composition C46H56AlGeNO6S2SeSi. The level of theory is ωB97M-V/def2-TZVPD.

The LUMO energy is -0.1702 eV. The total charge is 0. The value obtained for the frontier orbital gap is 8.04 eV. The relative energy (zero: lowest compared OMol25 entry of this formula, charge and spin) comes out at 4.9 kcal per mole. For the total energy, the calculation gives -220403.959 eV.

Each line ends with the Löwdin charge.
Element x y z (Å)
Al -0.477 -0.420 -0.792  -0.290
C 0.284 0.341 4.654  -0.029
C 0.976 0.356 3.291  -0.606
C 1.109 1.789 2.803  -0.024
C 2.324 -0.335 3.390  -0.019
O 0.214 -0.354 2.271  -0.163
Si -1.259 -1.066 2.376  -0.064
S -1.670 -1.813 0.432  0.651
O -1.322 -2.279 3.464  -0.152
C -0.949 -3.672 3.483  -0.643
C 0.323 -3.903 2.676  -0.031
C -2.105 -4.495 2.930  -0.031
C -0.719 -4.005 4.946  -0.030
O -2.291 0.092 2.882  -0.135
C -3.653 0.131 3.334  -0.635
C -3.827 -0.732 4.580  -0.024
C -3.918 1.589 3.669  -0.021
C -4.577 -0.343 2.217  -0.027
H 0.931 0.839 5.380  0.094
H 0.105 -0.682 4.995  0.081
H -0.672 0.868 4.618  0.077
H 1.654 2.391 3.535  0.095
H 0.110 2.219 2.672  0.079
H 1.647 1.827 1.856  0.057
H 3.017 0.272 3.979  0.094
H 2.756 -0.480 2.402  0.071
H 2.215 -1.307 3.877  0.078
H 0.162 -3.671 1.622  0.060
H 0.631 -4.948 2.759  0.092
H 1.131 -3.272 3.051  0.079
H -2.308 -4.220 1.895  0.057
H -3.007 -4.324 3.524  0.086
H -1.862 -5.560 2.965  0.090
H 0.105 -3.406 5.343  0.085
H -0.471 -5.063 5.064  0.090
H -1.618 -3.785 5.525  0.088
H -3.124 -0.420 5.358  0.093
H -3.638 -1.784 4.356  0.073
H -4.846 -0.628 4.962  0.091
H -3.255 1.916 4.474  0.088
H -4.955 1.728 3.989  0.091
H -3.732 2.215 2.793  0.069
H -4.377 -1.388 1.964  0.076
H -4.417 0.256 1.317  0.077
H -5.622 -0.251 2.527  0.091
Se 1.702 0.666 -1.435  0.900
C 3.072 0.888 -0.251  -0.736
N 3.980 1.120 0.424  0.071
O -1.184 1.222 -0.220  -0.492
S -0.685 2.671 -0.210  1.089
C -2.175 3.521 0.264  -0.359
C -2.029 4.768 0.854  -0.069
C -3.170 5.481 1.200  -0.066
C -4.425 4.934 0.967  -0.069
C -4.549 3.672 0.396  -0.067
C -3.419 2.953 0.041  -0.073
C -0.518 3.243 -1.888  -0.404
C 0.633 3.970 -2.160  -0.103
C 0.836 4.454 -3.445  -0.070
C -0.095 4.180 -4.439  -0.070
C -1.232 3.431 -4.152  -0.053
C -1.450 2.954 -2.870  -0.055
H -1.039 5.170 1.046  0.117
H -3.077 6.455 1.666  0.109
H -5.313 5.489 1.244  0.108
H -5.531 3.240 0.239  0.113
H -3.491 1.953 -0.368  0.115
H 1.372 4.134 -1.381  0.115
H 1.727 5.028 -3.669  0.111
H 0.076 4.535 -5.448  0.109
H -1.951 3.211 -4.931  0.112
H -2.328 2.361 -2.647  0.119
O 0.161 -1.854 -2.197  -0.014
C -0.500 -1.182 -3.020  -0.571
O -1.168 -0.184 -2.530  -0.006
C -0.509 -1.457 -4.490  -0.137
C 0.328 -2.671 -4.909  -0.241
Ge 2.260 -2.328 -5.038  1.018
C 3.253 -2.186 -3.373  -0.282
C 4.301 -1.267 -3.284  -0.127
C 5.017 -1.118 -2.102  -0.101
C 4.696 -1.892 -0.995  -0.105
C 3.670 -2.826 -1.078  -0.079
C 2.951 -2.968 -2.258  -0.115
C 3.037 -3.752 -6.128  -0.274
C 4.380 -3.662 -6.509  -0.108
C 4.979 -4.666 -7.259  -0.087
C 4.243 -5.784 -7.636  -0.095
C 2.911 -5.891 -7.262  -0.092
C 2.314 -4.881 -6.513  -0.107
C 2.464 -0.655 -6.027  -0.268
C 2.414 0.581 -5.375  -0.117
C 2.517 1.768 -6.093  -0.083
C 2.672 1.736 -7.473  -0.092
C 2.723 0.515 -8.134  -0.088
C 2.618 -0.670 -7.416  -0.098
H -0.150 -0.542 -4.971  0.116
H -1.558 -1.553 -4.780  0.131
H 0.036 -2.969 -5.918  0.071
H 0.134 -3.515 -4.243  0.080
H 4.542 -0.635 -4.133  0.095
H 5.811 -0.383 -2.037  0.105
H 5.235 -1.755 -0.065  0.103
H 3.414 -3.429 -0.214  0.103
H 2.137 -3.682 -2.299  0.101
H 4.966 -2.795 -6.216  0.104
H 6.020 -4.579 -7.547  0.101
H 4.709 -6.569 -8.218  0.100
H 2.335 -6.762 -7.553  0.100
H 1.271 -4.981 -6.228  0.090
H 2.302 0.622 -4.295  0.053
H 2.482 2.716 -5.568  0.091
H 2.763 2.660 -8.032  0.099
H 2.847 0.487 -9.210  0.100
H 2.664 -1.618 -7.943  0.098

Atomic forces in eV per Å
Al 0.16 0.26 -0.28
C -0.08 -0.05 -0.03
C -0.20 -0.04 -0.06
C -0.02 0.08 -0.03
C 0.10 -0.02 0.04
O -0.07 -0.03 0.17
Si 0.12 0.06 -0.06
S 0.11 -0.01 0.09
O -0.10 -0.11 -0.03
C 0.05 0.15 -0.06
C -0.01 0.03 -0.07
C -0.05 0.03 -0.01
C 0.04 -0.02 0.14
O -0.01 -0.01 0.03
C 0.07 -0.12 -0.05
C 0.07 -0.06 0.03
C -0.04 0.14 0.02
C 0.03 -0.02 -0.05
H -0.02 -0.03 -0.02
H 0.01 0.07 -0.03
H 0.10 -0.04 0.00
H -0.02 -0.02 -0.05
H 0.07 -0.02 0.03
H -0.01 -0.01 0.01
H -0.04 -0.05 -0.01
H 0.01 0.04 -0.06
H 0.01 0.02 -0.03
H 0.02 -0.02 0.05
H -0.01 0.03 0.00
H -0.01 -0.01 0.00
H 0.00 -0.02 -0.01
H 0.05 -0.01 -0.04
H -0.02 0.05 0.00
H -0.04 -0.04 0.00
H -0.02 0.07 0.00
H 0.05 -0.02 -0.01
H -0.07 -0.03 -0.07
H -0.03 0.09 0.02
H 0.07 0.00 -0.01
H -0.05 -0.02 -0.05
H 0.08 0.01 -0.01
H -0.02 -0.03 0.05
H -0.03 0.07 0.03
H -0.01 -0.04 0.06
H 0.06 -0.01 -0.03
Se 0.09 0.00 -0.18
C -0.11 0.03 0.32
N -0.07 -0.05 0.00
O -0.15 -0.08 -0.10
S 0.10 -0.14 0.18
C 0.04 0.08 -0.02
C -0.03 0.01 -0.02
C 0.01 -0.01 0.04
C 0.02 0.00 -0.01
C -0.03 0.02 0.02
C 0.00 -0.04 0.03
C 0.05 -0.06 0.04
C 0.01 0.09 0.02
C -0.04 0.00 0.00
C 0.03 -0.04 0.06
C 0.02 -0.03 -0.07
C -0.13 0.05 -0.03
H -0.07 -0.01 -0.02
H 0.00 -0.06 -0.04
H 0.03 -0.01 0.00
H 0.05 0.03 0.01
H 0.01 0.03 -0.01
H -0.07 -0.03 -0.06
H -0.04 -0.05 0.01
H -0.04 0.00 0.04
H 0.05 0.01 0.01
H 0.06 -0.01 0.03
O -0.31 0.08 0.03
C 0.00 -0.04 0.31
O 0.25 -0.09 -0.19
C 0.11 -0.09 0.04
C -0.12 0.12 0.22
Ge 0.13 -0.07 -0.08
C 0.00 0.09 0.11
C -0.01 -0.07 0.16
C -0.02 -0.07 -0.08
C 0.01 -0.05 -0.04
C -0.03 0.03 -0.03
C 0.11 0.01 -0.05
C 0.07 -0.11 -0.02
C -0.07 -0.06 -0.03
C -0.06 0.02 0.03
C -0.02 0.04 0.02
C 0.01 0.06 0.03
C 0.05 0.03 -0.04
C 0.02 0.11 -0.10
C -0.05 0.01 -0.10
C 0.00 -0.08 0.01
C 0.01 -0.06 0.04
C -0.02 0.02 0.05
C -0.01 0.07 0.06
H -0.07 0.03 -0.03
H -0.04 -0.03 -0.03
H -0.05 -0.02 -0.01
H -0.03 0.03 -0.05
H 0.03 -0.03 0.02
H -0.04 -0.02 0.00
H -0.03 0.00 -0.04
H 0.02 0.03 -0.05
H 0.00 0.03 0.02
H -0.02 -0.05 -0.01
H -0.02 0.00 0.01
H -0.01 0.02 0.02
H 0.01 0.01 0.01
H 0.06 -0.01 -0.02
H 0.03 0.01 -0.06
H 0.00 -0.01 -0.01
H -0.01 -0.01 0.00
H 0.00 0.00 0.01
H 0.01 0.04 0.02